(1)
Molecular formula: C5H5ClFN2
Method: DFT, ωB97M-V/def2-TZVPD

```
14
Properties=species:S:1:pos:R:3:forces:R:3
C -1.048394 -0.148073 -0.954969 0.618 -0.563 1.413
N 0.851749 1.011910 0.830139 2.064 0.291 -1.121
C -0.914163 -1.246168 0.165810 -0.771 1.248 -1.310
H 1.593855 1.637678 1.222511 -1.048 -0.517 -0.411
C 0.414511 -1.081831 -0.350493 3.593 2.523 0.850
H -0.746949 2.423552 1.081589 0.432 0.069 -0.387
H 0.666872 -1.899074 -1.011393 0.711 0.334 -0.136
C -0.380265 1.602548 0.463881 -0.393 -0.938 1.318
N -1.105302 1.045274 -0.395407 -0.653 1.010 -0.979
Cl 3.019713 -0.003341 -0.430940 -1.410 0.011 0.577
H -1.124670 -0.252251 -2.037101 -0.492 -0.327 0.406
H -1.271616 -2.199872 -0.017443 -0.941 -1.709 -0.829
C 1.355188 -0.007975 0.060869 -1.946 -2.265 -0.251
F -1.310530 -0.882376 1.372945 0.236 0.832 0.860
```
Positions in Å, forces in eV/Å.

## Properties
E_tot in Eh: -862.75898
E_HOMO in eV: -14.47
Structure (SMILES): F[C@H]1[C@H]2N=C[NH+]=C(Cl)[C@@H]12
Gap between HOMO and LUMO in eV: 9.26
Energy relative to the best compared isomer or geometry (same formula, charge and spin) in kJ/mol: 0.0
Net charge: +1

(2)
Molecular formula: C5H5ClO3
Method: DFT, ωB97M-V/def2-TZVPD

```
14
Properties=species:S:1:pos:R:3:forces:R:3
C -0.058754 -0.022523 1.169611 -2.851 -2.585 -0.937
H 2.388628 -0.113267 -0.773462 1.894 1.111 -0.261
O 1.246586 0.061887 0.886922 0.931 0.150 -0.176
H -0.268009 0.430364 2.051104 -0.793 1.336 2.745
O -1.572182 -2.239605 1.457708 0.643 1.696 -0.931
C -1.105320 -1.229686 0.998265 0.460 -0.801 0.549
C 1.399216 -0.207014 -0.468851 -1.346 -0.798 -1.417
H 0.512931 1.665089 -0.639549 -0.658 -0.519 -0.943
C 0.390569 0.716681 -1.241105 1.869 -0.352 1.359
H 0.694558 0.868113 -2.282451 -0.603 -0.174 0.223
Cl -2.715817 1.225323 0.451558 0.985 -1.109 0.204
C -1.285350 -0.009753 0.155678 0.169 2.542 0.884
H 1.283409 -1.295294 -0.637122 -0.867 0.229 -0.140
O -0.910464 0.149686 -1.128304 0.165 -0.728 -1.159
```
Positions in Å, forces in eV/Å.

## Properties
E_tot in Eh: -879.29489
E_HOMO in eV: -9.26
Structure (SMILES): O=C1[C@H]2OCCO[C@@]12Cl
Gap between HOMO and LUMO in eV: 8.83
Energy relative to the best compared isomer or geometry (same formula, charge and spin) in kJ/mol: 314.2
Net charge: 0